Here is a cluster of 6 separate species, C46H51F5NO6S2 in total from OMol25. Energies are from ωB97M-V/def2-TZVPD.

- E_LUMO (eV) = -5.38
- spin multiplicity = 1
- orbital gap (eV) = 5.16
- net charge = +1
- HOMO (eV) = -10.54

XYZ file:
```
111
Properties=species:S:1:pos:R:3:lowdin_charge:R:1
C -5.90 0.12 2.58 -0.141
C -5.47 0.12 0.99 -0.189
C -5.31 1.70 0.47 -0.197
O -4.23 1.87 -0.52 -0.198
C -3.12 2.69 0.04 -0.134
C -2.42 1.86 1.29 0.010
C -2.73 2.53 2.78 0.101
C -2.11 1.83 4.12 0.044
C -2.47 2.51 5.57 -0.260
O -3.44 2.00 6.34 0.028
O -1.79 3.74 6.07 -0.020
C -1.23 0.47 3.87 0.034
C -0.63 -0.28 5.22 -0.137
C 0.98 -0.12 5.43 -0.246
C 1.64 1.26 4.82 -0.533
S 1.37 2.76 5.98 0.633
C -1.00 -0.13 2.32 0.058
C -0.11 -1.50 2.30 -0.155
O -0.92 -2.61 2.91 -0.223
C -0.06 -3.82 2.72 -0.081
N -1.58 0.59 1.08 -0.117
S -1.21 -0.11 -0.46 0.783
C 0.69 0.04 -0.67 -0.116
O -1.79 0.51 -1.73 -0.313
O -1.67 -1.62 -0.49 -0.344
H -4.96 0.18 3.30 0.071
H -6.47 -0.88 2.86 0.090
H -6.65 1.00 2.78 0.076
H -6.34 -0.44 0.40 0.127
H -4.44 -0.42 0.84 0.099
H -5.21 2.41 1.42 0.117
H -6.34 1.95 -0.08 0.131
H -3.63 3.69 0.43 0.147
H -2.35 3.02 -0.79 0.149
H -3.41 3.50 2.89 0.144
H -1.32 4.21 5.30 0.119
H -1.14 0.14 6.21 0.136
H -0.87 -1.45 5.24 0.139
H 1.19 -0.11 6.60 0.132
H 1.52 -1.10 5.03 0.096
H 1.36 1.50 3.71 0.074
H 2.82 1.09 4.83 0.081
H 2.48 3.60 5.62 -0.096
H 0.87 -1.44 2.98 0.126
H 0.23 -1.90 1.27 0.109
H 1.07 -3.61 2.98 0.084
H -0.45 -4.76 3.30 0.120
H -0.06 -4.13 1.57 0.109
H 1.17 -1.02 -0.73 0.094
H 1.12 0.56 0.32 0.094
H 0.96 0.76 -1.55 0.098
F -8.17 1.98 0.57 0.026
C -9.08 2.95 0.49 -0.286
C -9.74 3.17 -0.71 -0.014
C -10.70 4.18 -0.79 -0.075
C -10.97 4.98 0.32 -0.090
C -10.30 4.75 1.52 -0.079
C -9.35 3.73 1.61 -0.020
H -9.51 2.55 -1.57 0.117
H -11.23 4.36 -1.73 0.109
H -11.71 5.77 0.26 0.105
H -10.51 5.37 2.39 0.108
H -8.82 3.54 2.54 0.112
F 3.56 0.92 -1.40 0.038
C 3.92 0.82 -2.69 -0.298
C 4.72 1.81 -3.25 -0.018
C 5.10 1.71 -4.59 -0.066
C 4.66 0.62 -5.36 -0.078
C 3.86 -0.36 -4.79 -0.063
C 3.49 -0.26 -3.44 -0.027
H 5.04 2.65 -2.64 0.114
H 5.73 2.47 -5.04 0.109
H 4.96 0.55 -6.40 0.082
H 3.52 -1.20 -5.39 0.106
H 2.87 -1.03 -2.98 0.087
F 2.57 -2.11 3.77 -0.008
C 3.65 -2.66 4.36 -0.282
C 4.45 -1.88 5.18 -0.013
C 5.57 -2.46 5.79 -0.066
C 5.87 -3.80 5.56 -0.079
C 5.06 -4.57 4.73 -0.068
C 3.94 -4.00 4.13 -0.014
H 4.21 -0.84 5.34 0.101
H 6.20 -1.86 6.45 0.112
H 6.74 -4.25 6.04 0.109
H 5.30 -5.62 4.55 0.112
H 3.29 -4.59 3.48 0.108
F 5.22 1.70 -7.88 0.034
C 5.57 1.60 -9.17 -0.281
C 6.38 2.59 -9.73 -0.016
C 6.75 2.49 -11.07 -0.078
C 6.32 1.41 -11.84 -0.093
C 5.51 0.42 -11.27 -0.080
C 5.14 0.52 -9.93 -0.017
H 6.70 3.43 -9.12 0.116
H 7.39 3.26 -11.52 0.107
H 6.61 1.33 -12.88 0.103
H 5.17 -0.42 -11.87 0.107
H 4.52 -0.24 -9.46 0.115
F 2.65 -3.10 -3.64 0.050
C 2.32 -3.97 -2.67 -0.290
C 1.00 -4.37 -2.53 -0.013
C 0.66 -5.28 -1.53 -0.082
C 1.65 -5.77 -0.68 -0.106
C 2.98 -5.36 -0.82 -0.084
C 3.31 -4.46 -1.83 -0.014
H 0.24 -3.97 -3.20 0.121
H -0.37 -5.61 -1.42 0.110
H 1.39 -6.48 0.11 0.102
H 3.74 -5.74 -0.15 0.105
H 4.34 -4.13 -1.96 0.119
```



Here is a structure of composition C46H51N5O5S3SbSc from OMol25. Energies are from ωB97M-V/def2-TZVPD.

- E_LUMO (alpha / beta) (eV) = 4.02 / 4.02
- spin multiplicity = 1
- orbital gap (alpha / beta) (eV) = 3.40 / 3.99
- net charge = -2
- HOMO (alpha / beta) (eV) = 0.63 / 0.03

XYZ file:
```
112
Properties=species:S:1:pos:R:3:lowdin_charge:R:1
Sc 0.11 0.35 0.27 1.023
C 7.00 2.93 -2.14 -0.066
C 5.71 2.17 -2.17 -0.285
C 5.12 1.80 -3.38 -0.056
C 3.91 1.13 -3.41 -0.055
C 3.27 0.82 -2.21 -0.246
C 3.86 1.13 -1.00 -0.030
C 5.07 1.81 -0.98 -0.025
S 1.66 0.06 -2.24 0.610
O 1.64 -0.70 -0.96 -0.449
O 1.61 -0.71 -3.46 -0.290
N 0.64 1.20 -2.00 -0.160
C -0.47 1.38 -2.84 -0.366
C -0.44 2.11 -3.99 -0.064
C -1.64 2.41 -4.70 -0.130
C -2.84 2.03 -4.07 -0.131
C -2.84 1.28 -2.92 -0.098
N -1.65 0.83 -2.35 -0.010
H 7.44 3.01 -3.14 0.064
H 7.73 2.45 -1.49 0.073
H 6.85 3.95 -1.77 0.077
H 5.61 2.05 -4.31 0.100
H 3.45 0.84 -4.34 0.109
H 3.39 0.84 -0.07 0.085
H 5.52 2.07 -0.03 0.115
H 0.51 2.52 -4.29 0.106
H -1.63 3.00 -5.60 0.061
H -3.80 2.35 -4.46 0.084
H -3.75 1.00 -2.42 0.096
C -7.34 -2.21 2.71 -0.067
C -5.92 -1.71 2.66 -0.286
C -5.63 -0.43 2.20 -0.036
C -4.32 0.04 2.15 -0.056
C -3.29 -0.78 2.58 -0.261
C -3.56 -2.05 3.06 -0.055
C -4.86 -2.52 3.09 -0.048
S -1.59 -0.24 2.57 0.576
O -0.88 -1.21 1.70 -0.441
O -1.23 -0.24 3.97 -0.285
N -1.41 1.05 1.74 -0.202
C -1.85 2.34 2.08 -0.265
C -2.55 2.70 3.23 -0.081
C -2.97 4.02 3.37 -0.141
C -2.71 4.95 2.38 -0.092
C -1.98 4.62 1.22 -0.191
C -1.66 5.53 0.19 -0.092
C -0.91 5.05 -0.90 -0.131
C -0.50 3.74 -0.93 -0.212
N -0.79 2.81 0.01 0.048
C -1.53 3.27 1.07 -0.184
H -7.98 -1.63 2.06 0.069
H -7.74 -2.14 3.73 0.075
H -7.40 -3.26 2.41 0.071
H -6.43 0.21 1.85 0.109
H -4.11 1.04 1.79 0.109
H -2.75 -2.69 3.39 0.114
H -5.07 -3.52 3.44 0.106
H -2.73 1.97 4.02 0.093
H -3.51 4.31 4.27 0.079
H -3.04 5.98 2.50 0.085
H -1.99 6.56 0.25 0.076
H -0.63 5.71 -1.71 0.081
H 0.12 3.39 -1.75 0.076
S 3.91 -0.05 3.48 0.952
C 3.09 -1.54 3.25 -0.446
C 2.02 -1.38 2.41 -0.243
C 1.82 -0.06 1.88 -0.196
C 2.79 0.75 2.41 -0.535
C 2.93 2.19 2.16 -0.313
C 3.89 2.99 2.80 -0.060
C 3.93 4.34 2.52 -0.098
C 3.03 4.87 1.61 -0.077
C 2.12 4.01 1.01 -0.106
N 2.08 2.70 1.26 0.132
H 3.41 -2.43 3.76 0.047
H 1.36 -2.21 2.18 0.054
H 4.57 2.55 3.52 0.074
H 4.66 4.97 3.02 0.093
H 3.01 5.92 1.37 0.090
H 1.39 4.38 0.30 0.086
C -1.34 -5.54 1.27 -0.223
C 0.15 -5.35 1.00 -0.466
Sb 0.47 -3.62 -0.28 1.521
C 2.64 -3.71 -0.35 -0.429
C 3.31 -4.86 0.39 -0.208
C 0.19 -4.64 -2.17 -0.444
C 0.92 -5.96 -2.36 -0.207
H -1.54 -6.34 2.00 0.053
H -1.87 -5.81 0.35 0.057
H -1.79 -4.62 1.64 0.044
H 0.59 -6.26 0.58 0.025
H 0.68 -5.15 1.93 0.037
H 2.98 -2.75 0.04 0.022
H 2.90 -3.72 -1.42 0.047
H 3.12 -4.80 1.46 0.053
H 4.40 -4.84 0.26 0.058
H 2.96 -5.84 0.06 0.045
H 0.52 -3.90 -2.91 0.044
H -0.89 -4.75 -2.33 0.035
H 1.99 -5.84 -2.22 0.049
H 0.76 -6.38 -3.36 0.055
H 0.58 -6.72 -1.64 0.047
C -1.58 -1.66 -3.38 -0.118
O -1.02 -1.41 -2.11 -0.283
C -1.55 -0.25 -1.36 -0.400
C -2.91 -0.63 -0.83 -0.080
H -1.75 -2.74 -3.49 0.068
H -0.90 -1.34 -4.17 0.082
H -2.54 -1.16 -3.53 0.072
H -3.63 -0.97 -1.59 0.072
H -3.37 0.21 -0.30 0.066
H -2.78 -1.44 -0.10 0.069
```



Here is a structure of composition C46H52AsIrN5O2P from OMol25. Energies are from ωB97M-V/def2-TZVPD.

- E_LUMO (alpha / beta) (eV) = -7.53 / -10.35
- spin multiplicity = 6
- orbital gap (alpha / beta) (eV) = 4.62 / 5.74
- net charge = +3
- HOMO (alpha / beta) (eV) = -12.16 / -16.09
- ⟨S²⟩ = 8.79

XYZ file:
```
108
Properties=species:S:1:pos:R:3:lowdin_spin:R:1
Ir -0.42 -0.38 -0.54 1.489
C 1.01 1.33 -3.48 0.003
C 1.72 -0.02 -3.55 0.001
C 0.79 -1.15 -4.00 0.002
C 2.47 -0.40 -2.28 0.011
C 3.76 0.39 -2.11 0.005
O 3.88 0.52 -0.68 0.018
C 2.72 0.21 -0.13 0.022
N 1.80 -0.22 -0.95 0.118
C 2.72 0.37 1.34 0.000
C 3.94 0.76 1.90 0.002
C 4.11 0.86 3.27 0.000
C 3.07 0.55 4.12 0.002
C 1.85 0.16 3.58 0.001
C 1.64 0.09 2.21 0.002
P -0.05 -0.33 1.71 0.018
C -0.40 -1.81 2.69 0.005
C -1.22 -1.81 3.82 0.002
C -1.37 -2.96 4.58 0.000
C -0.69 -4.12 4.23 0.002
C 0.14 -4.13 3.11 0.001
C 0.28 -2.98 2.35 0.004
C -1.09 0.98 2.40 0.006
C -0.56 2.18 2.87 0.003
C -1.40 3.18 3.33 0.003
C -2.78 3.00 3.33 0.002
C -3.31 1.80 2.86 0.001
C -2.47 0.80 2.40 0.005
H 0.74 1.66 -4.49 0.000
H 1.64 2.11 -3.05 0.001
H 0.09 1.27 -2.89 0.001
H 2.50 0.05 -4.31 0.000
H -0.01 -1.31 -3.27 0.002
H 1.33 -2.08 -4.13 0.000
H 0.33 -0.91 -4.96 0.000
H 2.72 -1.47 -2.36 0.000
H 3.71 1.39 -2.54 0.000
H 4.65 -0.12 -2.48 0.001
H 4.78 0.98 1.26 0.000
H 5.07 1.16 3.67 0.000
H 3.19 0.60 5.19 0.000
H 1.03 -0.07 4.25 0.000
H -1.73 -0.91 4.13 0.000
H -2.00 -2.95 5.45 0.000
H -0.81 -5.02 4.82 0.000
H 0.68 -5.03 2.86 0.000
H 0.93 -2.97 1.49 0.002
H 0.51 2.34 2.90 0.001
H -0.98 4.11 3.71 0.000
H -3.43 3.77 3.71 0.000
H -4.38 1.64 2.88 0.000
H -2.90 -0.13 2.05 0.000
N 3.21 9.45 1.81 0.295
C 2.62 8.50 1.50 0.068
C 1.93 7.36 1.13 0.388
C 2.55 6.04 1.28 0.113
C 1.89 4.94 0.92 0.133
C 0.53 5.04 0.38 0.411
C -0.09 6.34 0.22 0.105
C 0.57 7.45 0.56 0.155
N -0.14 3.89 0.02 0.059
C -1.51 3.76 -0.21 0.040
C -1.74 2.45 -0.47 0.016
N -0.55 1.76 -0.41 0.129
C 0.39 2.65 -0.11 0.132
H 3.54 5.99 1.71 0.001
H 2.35 3.97 1.07 0.006
H -1.07 6.41 -0.22 0.002
H 0.14 8.43 0.43 0.004
H -2.19 4.59 -0.13 0.002
H -2.67 1.95 -0.68 0.000
H 1.44 2.45 -0.02 0.007
C 2.81 -3.77 -0.07 0.070
N 1.57 -4.34 -0.55 0.632
C 1.31 -5.73 -0.25 0.063
C 0.66 -3.58 -1.40 0.064
C -0.76 -3.46 -0.86 0.052
C -1.56 -4.60 -0.90 0.004
C -2.86 -4.59 -0.43 0.001
C -3.39 -3.41 0.06 -0.001
C -2.62 -2.25 0.04 0.018
C -1.29 -2.24 -0.40 0.067
H 3.64 -4.26 -0.59 0.034
H 2.92 -4.00 0.99 0.023
H 2.82 -2.70 -0.25 0.000
H 2.18 -6.19 0.20 0.002
H 1.02 -6.26 -1.16 0.020
H 0.46 -5.78 0.45 0.031
H 0.64 -4.11 -2.36 0.026
H 1.11 -2.60 -1.55 0.006
H -1.17 -5.51 -1.34 0.002
H -3.46 -5.49 -0.46 0.000
H -4.40 -3.37 0.43 0.000
H -3.07 -1.33 0.37 0.004
C -2.75 -2.38 -3.68 0.000
As -2.91 -0.52 -3.27 0.007
C -2.50 0.55 -4.79 0.005
C -4.73 -0.18 -2.77 -0.001
O -1.96 -0.05 -1.95 0.065
H -3.50 -2.63 -4.43 0.000
H -2.94 -2.95 -2.77 0.000
H -1.76 -2.60 -4.07 0.000
H -3.06 0.18 -5.65 0.001
H -1.44 0.52 -5.00 0.000
H -2.80 1.58 -4.59 0.000
H -5.38 -0.41 -3.61 0.000
H -4.83 0.87 -2.51 0.000
H -4.98 -0.81 -1.92 0.000
```



Here is a structure of composition C46H52BBiGeN4O3S2Si from OMol25. Energies are from ωB97M-V/def2-TZVPD.

- E_LUMO (alpha / beta) (eV) = -2.60 / -2.60
- spin multiplicity = 2
- orbital gap (alpha / beta) (eV) = 6.09 / 7.66
- net charge = +1
- HOMO (alpha / beta) (eV) = -8.69 / -10.26
- ⟨S²⟩ = 0.75

XYZ file:
```
111
Properties=species:S:1:pos:R:3:lowdin_spin:R:1
Bi 0.46 0.05 -0.69 0.000
C 2.14 -5.28 -1.71 0.000
Si 2.85 -5.31 0.02 0.000
C 2.07 -6.71 0.98 0.000
C 4.70 -5.54 -0.09 0.000
C 2.57 -3.74 1.06 0.000
C 3.14 -3.77 2.33 0.000
C 3.05 -2.69 3.19 0.000
C 2.35 -1.57 2.76 0.000
N 1.77 -1.51 1.57 0.000
C 1.88 -2.56 0.75 0.000
S 1.10 -2.36 -0.84 0.000
H 2.41 -6.23 -2.19 0.000
H 2.54 -4.48 -2.32 0.000
H 1.05 -5.20 -1.72 0.000
H 2.25 -7.66 0.48 0.000
H 0.99 -6.57 1.06 0.000
H 2.47 -6.78 1.99 0.000
H 4.93 -6.46 -0.62 0.000
H 5.17 -5.60 0.89 0.000
H 5.16 -4.71 -0.63 0.000
H 3.69 -4.65 2.65 0.000
H 3.51 -2.70 4.17 0.000
H 2.25 -0.70 3.39 0.000
C -0.58 5.28 2.63 0.076
C -0.42 4.33 1.50 0.532
O -0.31 2.97 1.75 0.100
N 0.39 4.71 0.44 0.176
C 0.44 3.87 -0.75 0.020
C -0.92 3.60 -1.36 0.015
C -1.58 4.61 -2.05 0.001
C -2.84 4.36 -2.57 0.000
C -3.42 3.12 -2.36 -0.001
C -2.69 2.18 -1.65 0.001
N -1.46 2.39 -1.17 0.001
H -1.34 4.93 3.33 0.004
H -0.89 6.25 2.25 0.003
H 0.35 5.41 3.19 0.025
H 0.30 5.70 0.24 0.005
H 0.91 2.93 -0.48 0.002
H 1.08 4.37 -1.48 0.000
H -1.11 5.57 -2.19 0.000
H -3.37 5.12 -3.13 0.000
H -4.40 2.86 -2.75 0.000
H -3.11 1.20 -1.46 0.000
C -0.10 -3.02 6.33 0.000
C 0.37 -1.83 7.17 0.000
C 1.80 -2.12 7.65 0.000
C -0.56 -1.70 8.39 0.000
C 0.36 -0.52 6.38 0.000
C 0.78 0.66 7.00 0.000
C 0.82 1.89 6.34 0.000
C 0.43 1.89 5.02 0.000
O 0.38 2.94 4.12 0.008
B -0.07 2.37 2.94 0.022
O -0.29 1.00 3.08 0.005
C 0.02 0.73 4.39 0.000
C -0.04 -0.48 5.04 0.000
H -0.07 -3.93 6.94 0.000
H 0.54 -3.18 5.46 0.000
H -1.13 -2.89 5.99 0.000
H 1.82 -3.05 8.22 0.000
H 2.18 -1.33 8.30 0.000
H 2.48 -2.22 6.81 0.000
H -0.55 -2.63 8.96 0.000
H -1.58 -1.50 8.07 0.000
H -0.24 -0.89 9.05 0.000
H 1.08 0.63 8.03 0.000
H 1.14 2.79 6.83 0.000
H -0.36 -1.37 4.51 0.000
C -0.05 1.37 -4.13 0.000
Ge -0.56 -0.31 -3.25 0.000
C 0.41 -1.78 -4.07 0.000
C -0.21 -3.01 -4.29 0.000
C 0.50 -4.06 -4.87 0.000
C 1.82 -3.88 -5.24 0.000
C 2.45 -2.66 -5.02 0.000
C 1.74 -1.62 -4.44 0.000
C -2.46 -0.75 -3.10 0.000
C -2.77 -1.68 -2.14 0.000
C -4.11 -2.00 -1.82 0.000
C -5.13 -1.35 -2.46 0.000
C -4.86 -0.41 -3.49 0.000
C -5.91 0.23 -4.18 0.000
C -5.64 1.10 -5.20 0.000
C -4.31 1.36 -5.58 0.000
C -3.28 0.76 -4.91 0.000
C -3.51 -0.13 -3.84 0.000
H -0.02 1.24 -5.21 0.000
H 0.95 1.66 -3.80 0.000
H -0.74 2.17 -3.88 0.000
H -1.25 -3.16 -4.02 0.000
H 0.01 -5.01 -5.04 0.000
H 2.37 -4.70 -5.69 0.000
H 3.48 -2.52 -5.31 0.000
H 2.24 -0.67 -4.29 0.000
H -1.97 -2.19 -1.61 0.000
H -4.32 -2.74 -1.06 0.000
H -6.16 -1.57 -2.21 0.000
H -6.93 0.01 -3.90 0.000
H -6.46 1.58 -5.73 0.000
H -4.11 2.02 -6.41 0.000
H -2.26 0.95 -5.23 0.000
S -2.84 -1.80 2.19 0.000
C -3.21 -0.15 1.94 0.000
C -2.31 0.40 1.09 0.000
N -1.37 -0.49 0.63 0.000
C -1.54 -1.69 1.13 0.000
H -4.03 0.33 2.43 0.000
H -2.24 1.44 0.80 0.000
H -0.89 -2.52 0.88 0.000
```



Question: The lowest net charge belongs to which entry?
Answer: C46H51N5O5S3SbSc